No. 1
Entry from the Open Molecules 2025 dataset: one molecule with the formula C22H35N3O5S at a distorted geometry (ωB97M-V/def2-TZVPD).

Output
Energy above the lowest of the compared OMol25 structures with the same formula, charge and spin ... 34.0 kcal per mole
SMILES string ... CC(C)CN(CC(C)C)S(=O)(=O)N1CCC(C(=O)NCc2ccc3c(c2)OCO3)CC1
Kohn-Sham gap ... 0.319 Eh

```
66
C22H35N3O5S (ωB97M-V/def2-TZVPD)
C -1.70356 3.42722 1.39700
C -0.82364 4.25599 0.46732
C -1.64765 4.81380 -0.69142
C 0.33512 3.42721 -0.10349
N 1.19886 2.85221 0.90585
C 1.93007 3.70832 1.81628
C 2.64904 4.91770 1.19846
C 3.26908 5.74706 2.32202
C 3.72054 4.49318 0.20066
S 1.90636 1.38997 0.60267
O 1.13520 0.73248 -0.41755
O 3.31654 1.49234 0.38454
N 1.72124 0.68091 2.11113
C 2.68573 -0.37022 2.37928
C 2.38855 -1.60957 1.53927
C 0.96614 -2.10985 1.81815
C 0.61194 -3.27818 0.89912
O 0.32574 -4.37963 1.32228
N 0.66289 -2.98185 -0.41592
C 0.24650 -3.91867 -1.43780
C -1.07775 -3.51838 -2.03691
C -1.19673 -3.22659 -3.38524
C -2.41043 -2.83803 -3.95042
C -3.48925 -2.74478 -3.10755
C -3.37576 -3.02995 -1.74477
C -2.18565 -3.41959 -1.18717
O -4.59416 -2.85500 -1.14237
C -5.48230 -2.47094 -2.16905
O -4.78181 -2.38758 -3.39116
C -0.06442 -0.98431 1.65719
C 0.36514 0.27362 2.41464
H -2.55046 4.01779 1.74031
H -2.08268 2.55034 0.87668
H -1.13906 3.10166 2.26678
H -0.40999 5.09515 1.03554
H -2.07544 4.00259 -1.27570
H -1.02973 5.42077 -1.34891
H -2.45865 5.43312 -0.31580
H 0.90797 4.05095 -0.80280
H -0.06089 2.57724 -0.66139
H 1.23409 4.06398 2.58603
H 2.66169 3.05591 2.29521
H 1.90953 5.53961 0.68284
H 2.50911 6.08042 3.02558
H 4.00534 5.15804 2.86370
H 3.76505 6.62393 1.91303
H 4.19437 5.36850 -0.23970
H 4.47959 3.89260 0.69454
H 3.29738 3.88582 -0.59477
H 2.64073 -0.59857 3.44841
H 3.66913 0.03119 2.13542
H 2.49924 -1.32784 0.49071
H 3.10784 -2.39849 1.76490
H 0.92381 -2.48878 2.84550
H 0.82849 -2.03027 -0.70800
H 1.01530 -3.97719 -2.21325
H 0.15949 -4.88975 -0.94051
H -0.32984 -3.30620 -4.02328
H -2.50139 -2.61731 -5.00042
H -2.10173 -3.64969 -0.13814
H -5.92192 -1.48967 -1.92854
H -6.28953 -3.21657 -2.25704
H -0.17119 -0.72034 0.60554
H -1.03500 -1.31821 2.02922
H 0.30896 0.11043 3.49590
H -0.28004 1.10900 2.14644
```

These are the natural (NBO) partial charges, in e, on atoms 1 to 8: C -0.61; C -0.23; C -0.60; C -0.22; N -0.70; C -0.22; C -0.23; C -0.60

***

No. 2
Entry from the Open Molecules 2025 dataset: a 2-piece molecular cluster, C22H35N3O6 overall at a distorted geometry (ωB97M-V/def2-TZVPD).

Output
SMILES string ... CNC(=O)[C@H](CC(C)C)NC(C)=O.COc1ccccc1NC(=O)CCCCC(=O)O
Kohn-Sham gap ... 0.322 Eh

```
66
C22H35N3O6 (ωB97M-V/def2-TZVPD)
C 7.55585 1.69419 -1.49105
N 6.52006 2.71577 -1.64276
C 5.37632 2.85645 -0.96099
O 4.61442 3.75158 -1.29924
C 5.03268 1.92035 0.23023
C 3.71597 2.30249 0.95055
C 3.33950 1.44365 2.17503
C 2.03373 1.95748 2.78138
C 3.17572 -0.03711 1.81965
N 6.12122 1.78165 1.21478
C 6.78516 2.78825 1.78973
C 7.82395 2.39988 2.81589
O 6.59728 3.96768 1.53616
H 8.15357 1.64180 -2.40237
H 7.10687 0.71643 -1.31171
H 8.21137 1.95610 -0.65872
H 6.66128 3.42502 -2.34608
H 4.87947 0.93977 -0.21887
H 3.79997 3.33999 1.28017
H 2.90155 2.25489 0.22567
H 4.11382 1.53026 2.93775
H 1.76988 1.36708 3.65779
H 2.16368 2.99556 3.08857
H 1.23055 1.90759 2.04771
H 2.81874 -0.58967 2.68863
H 2.46570 -0.14998 1.00206
H 4.13417 -0.45562 1.51829
H 6.36221 0.85165 1.51055
H 8.62557 1.85065 2.32650
H 8.22579 3.30671 3.26816
H 7.36043 1.78703 3.58694
C -5.22326 -1.20131 3.26820
O -4.85410 -0.84290 1.92890
C -3.52114 -0.58359 1.67253
C -2.56533 -0.35286 2.68479
C -1.23214 -0.09165 2.36494
C -0.83546 -0.05351 1.03058
C -1.76812 -0.27002 0.01710
C -3.11401 -0.53852 0.32035
N -4.11256 -0.72635 -0.64980
C -4.00686 -0.95651 -2.01127
O -2.93329 -1.11680 -2.57528
C -5.29848 -0.98516 -2.83366
C -5.24884 -1.90475 -4.07214
C -5.14566 -3.40235 -3.72740
C -6.40710 -3.98029 -3.04973
C -7.66144 -3.96163 -3.92441
O -7.55761 -4.10983 -5.12917
O -8.84727 -3.78970 -3.30322
H -6.26545 -1.53303 3.28484
H -5.12813 -0.34138 3.93831
H -4.59938 -2.02023 3.64110
H -2.83655 -0.36260 3.73409
H -0.50665 0.08675 3.15339
H 0.19620 0.15490 0.76996
H -1.42203 -0.20723 -1.00798
H -5.05769 -0.72102 -0.27798
H -6.13133 -1.27346 -2.18935
H -5.49299 0.03678 -3.17038
H -6.14279 -1.73267 -4.68019
H -4.38841 -1.62622 -4.69105
H -4.95079 -3.96064 -4.64951
H -4.28333 -3.56300 -3.07202
H -6.61575 -3.44441 -2.12173
H -6.21162 -5.02128 -2.78010
H -9.50718 -3.82109 -4.01311
```

These are the natural (NBO) partial charges, in e, on atoms 1 to 8: C -0.41; N -0.61; C 0.68; O -0.62; C -0.13; C -0.39; C -0.22; C -0.60

***

No. 3
Entry from the Open Molecules 2025 dataset: C22H35NO3P2Pd as an isolated structure at a distorted geometry (ωB97M-V/def2-TZVPD).

Output
Kohn-Sham gap (spin up / spin down) ... 0.140 / 0.190 Eh
Spin multiplicity ... 5

```
64
C22H35NO3P2Pd (ωB97M-V/def2-TZVPD)
Pd -0.07958 0.47422 -1.41608
P -1.92801 -0.75051 -2.33830
P 0.96834 1.84693 0.23584
N -1.17951 2.07124 -1.82396
H -1.08393 -1.10817 1.37594
C -3.49144 -1.14056 -1.46280
H -4.12543 -1.82194 -2.05581
H -4.03548 -0.20268 -1.29086
H -3.27475 -1.61268 -0.49593
C -1.34356 -2.38419 -2.92812
H -2.11020 -2.88739 -3.53823
H -1.07707 -3.00383 -2.06077
H -0.44211 -2.22009 -3.53279
C -2.48737 0.08293 -3.86396
H -3.04962 -0.60201 -4.51176
H -1.60811 0.45457 -4.40122
H -3.11692 0.93845 -3.59390
C 0.28122 2.25869 1.89491
H 0.88237 3.09305 2.31752
H 0.32948 1.37357 2.57637
H -0.76591 2.58332 1.75829
C 2.61602 1.14257 0.54173
H 3.14235 1.74311 1.29613
H 3.15247 1.14389 -0.41176
H 2.49475 0.11195 0.90431
C 1.30016 3.45131 -0.52389
H 1.99882 4.01491 0.09963
H 0.36264 3.99749 -0.63884
H 1.73104 3.26886 -1.51014
C -1.40753 3.08565 -2.62439
C -2.91002 4.94605 -3.11639
C -2.60039 3.85908 -2.33428
C -0.57691 3.48438 -3.74366
C -0.94173 4.58437 -4.48268
C -2.09063 5.31049 -4.17999
H -3.79854 5.50050 -2.87810
H -3.18486 3.50439 -1.47330
H 0.31178 2.87612 -3.93629
H -0.31275 4.87491 -5.30674
H -2.35453 6.17263 -4.77540
C 0.22930 -2.21886 0.67901
O 0.38245 -1.70226 -0.45096
C -1.18680 -2.22702 1.40250
H -1.02540 -2.65046 2.39397
H -1.91851 -2.72583 0.74342
H -1.91699 -1.38106 1.86774
C 1.05305 -3.47434 0.98387
H 0.95058 -3.72870 2.04199
H 2.10021 -3.27046 0.77531
H 0.76231 -4.34715 0.37467
O 0.60731 -0.16456 3.91020
C 1.21287 -0.96275 3.18835
O 1.13773 -1.00136 1.89529
C 2.13014 -1.96083 3.82229
C 3.36299 -2.24222 3.21324
C 4.12720 -3.30855 3.69258
C 3.65478 -4.06111 4.77948
C 2.45670 -3.71987 5.42484
C 1.70320 -2.63821 4.96465
H 3.71995 -1.63600 2.37049
H 5.08268 -3.55934 3.23339
H 4.24401 -4.90232 5.14916
H 2.13745 -4.29449 6.30357
H 0.79826 -2.33782 5.49064
```

These are the natural (NBO) partial charges, in e, on atoms 1 to 8: Pd 0.74; P 1.00; P 1.05; N -0.74; H 0.38; C -0.94; H 0.23; H 0.25

***

No. 4
Entry from the Open Molecules 2025 dataset: an isolated ion of composition C22H35OSi and charge +1 at a distorted geometry (ωB97M-V/def2-TZVPD).

Output
Total charge ... +1
Kohn-Sham gap ... 0.256 Eh

```
59
C22H35OSi (ωB97M-V/def2-TZVPD)
C 0.78297 1.44120 -2.39662
C 0.01794 2.54516 -1.66526
C 0.94774 3.46259 -0.87292
Si -1.38150 1.87296 -0.58521
C -1.73082 2.92129 0.95302
C -2.13165 2.09555 2.17325
C -2.75134 4.04826 0.73562
C -2.98635 1.90645 -1.61709
C -3.67342 0.56165 -1.83379
C -2.90095 2.68138 -2.94089
O -0.83273 0.28187 -0.08408
C 0.09819 -0.25685 0.64120
C 0.31143 -1.70257 0.56983
H 1.48716 1.90006 -3.10292
H 1.36811 0.82206 -1.70630
H 0.11754 0.78804 -2.97583
H -0.49916 3.15561 -2.42185
H 1.76208 3.81756 -1.51661
H 0.41707 4.34468 -0.49179
H 1.39872 2.93887 -0.01757
H -0.75228 3.38286 1.15297
H -2.21785 2.76942 3.03411
H -3.10340 1.60672 2.02998
H -1.38861 1.33110 2.42268
H -2.67006 4.77447 1.55619
H -2.60790 4.59445 -0.20445
H -3.77922 3.66196 0.74808
H -3.64310 2.49202 -0.95571
H -4.62345 0.73296 -2.36028
H -3.06600 -0.11731 -2.44296
H -3.90676 0.07348 -0.88250
H -3.90376 2.77552 -3.38301
H -2.51750 3.69829 -2.80709
H -2.26237 2.17253 -3.67437
H 0.70362 0.35593 1.31613
H -0.31726 -2.09579 1.40097
H -0.05810 -2.09307 -0.40259
C 2.41592 -1.43203 1.98165
C 3.43627 -0.42484 1.42003
C 3.50818 -0.76389 -0.05012
C 2.58465 -1.67197 -0.41809
C 1.73595 -2.12098 0.76088
C 1.72627 -3.65035 0.93183
C 1.83286 -4.49366 -0.18105
C 1.73117 -5.88037 -0.01072
C 1.53411 -6.42987 1.25784
C 1.43740 -5.58035 2.37067
C 1.52288 -4.19326 2.20338
H 3.00407 -2.16653 2.55395
H 1.67744 -1.00224 2.65982
H 3.14373 0.61740 1.59926
H 4.40898 -0.55652 1.91476
H 4.24483 -0.29030 -0.71268
H 2.40796 -2.08721 -1.42080
H 1.99684 -4.06721 -1.16732
H 1.81745 -6.51583 -0.89489
H 1.38784 -7.50361 1.36841
H 1.29616 -5.99161 3.36593
H 1.44199 -3.53617 3.07493
```

These are the natural (NBO) partial charges, in e, on atoms 1 to 8: C -0.60; C -0.72; C -0.60; Si 1.96; C -0.72; C -0.60; C -0.61; C -0.70